Entry 1:
Formula: C5H11NOS
Source: the OMol25 dataset
Level of theory: ωB97M-V/def2-TZVPD

Summary:
**Structure (SMILES)**: CO/C=C(\CN)CS
**Calculated total energy**: -725.2329 a.u.
**Orbital gap**: 9.221 eV
**E_HOMO**: -8.33 eV

Positions of all 19 atoms, in Å:
C1 -0.32459 3.18645 -0.87301
C2 -0.64210 0.93783 -0.05033
C3 -0.23767 -0.32029 0.16051
C4 1.14589 -0.84678 -0.17111
C5 -1.25714 -1.32149 0.62643
H1 -0.77114 3.58326 0.00804
H2 0.49995 3.77121 -1.16477
H3 -1.05898 3.15376 -1.75498
H4 -1.62301 1.26991 0.20971
H5 1.17564 -1.18828 -1.17170
H6 1.75519 0.02937 -0.11378
H7 2.30735 -2.36972 0.66973
H8 1.79435 -1.29833 1.76455
H9 -2.30063 -1.02993 0.69566
H10 -0.93525 -1.75400 1.57889
H11 0.01704 -3.11502 -0.13190
N1 1.53951 -1.73875 0.90021
O1 0.18340 1.84345 -0.69969
S1 -1.26780 -2.79264 -0.48245

Cartesian forces, eV/Å:
-1.253 -2.152 -1.868
1.446 -0.183 -0.859
-1.251 0.360 -0.483
-0.692 2.057 2.081
0.758 -1.096 0.367
-0.460 0.210 0.757
1.018 0.738 -0.279
0.759 0.284 1.347
-0.576 0.287 0.045
0.201 -1.092 -0.753
0.692 0.738 -0.506
-0.295 0.332 -0.134
-0.102 0.561 0.062
0.124 0.530 -0.009
-0.289 0.230 0.011
-0.767 -0.050 -0.223
0.576 -2.038 -0.416
-0.435 0.338 0.749
0.548 -0.055 0.110

=====

Entry 2:
Formula: C29H44BrN5OPSiSr
Source: the OMol25 dataset
Level of theory: ωB97M-V/def2-TZVPD

Summary:
**Total charge**: +1
**Calculated total energy**: -4716.0639 a.u.
**Orbital gap**: 8.372 eV
**E_HOMO**: -10.74 eV

Positions of all 83 atoms, in Å:
Sr1 -0.49135 -0.03377 -0.65840
C1 -0.21845 3.11559 -6.31809
C2 -0.57632 1.88437 -5.52874
C3 -1.14987 0.76609 -6.13687
C4 -1.43255 -0.36582 -5.39664
C5 -1.10910 -0.31897 -4.05524
Br1 -1.37553 -1.80500 -2.92325
N1 -0.58408 0.71030 -3.43053
C6 -0.32407 1.80114 -4.17165
H1 0.56577 2.88946 -7.04409
H2 0.14543 3.91422 -5.67202
H3 -1.07822 3.48755 -6.87631
H4 -1.37076 0.78443 -7.20138
H5 -1.88276 -1.24791 -5.83435
H6 0.11645 2.64157 -3.64306
N2 -2.74011 4.16625 -1.02788
C7 -1.85987 4.64993 -0.08392
C8 -1.11340 3.57836 0.29008
N3 -1.51451 2.44870 -0.41342
C9 -2.49263 2.84602 -1.19583
C10 -3.24866 1.95817 -2.07695
N4 -3.37241 0.66424 -1.88438
C11 -4.18630 0.21931 -2.90934
C12 -4.54067 1.25558 -3.71692
N5 -3.92747 2.36296 -3.17794
H7 -3.45840 4.70498 -1.47756
H8 -1.85818 5.68007 0.23964
H9 -0.31772 3.54377 1.01836
H10 -4.48419 -0.81882 -2.98828
H11 -5.14560 1.30150 -4.60961
H12 -3.97971 3.29247 -3.55185
C13 -0.95157 1.98848 3.55068
C14 0.45781 1.38255 3.47716
C15 1.00733 1.17009 4.89092
C16 1.40482 2.36850 2.76573
P1 0.38900 -0.14083 2.36151
C17 2.11343 -0.74338 2.48915
C18 3.00739 -0.30271 1.50975
C19 4.35591 -0.62447 1.56582
C20 4.83359 -1.42332 2.59536
C21 3.95771 -1.89014 3.56685
C22 2.61164 -1.54489 3.51802
C23 -0.76152 -1.45338 3.09888
C24 -0.33641 -2.82232 2.53539
C25 -0.85303 -1.54490 4.62219
C26 -2.16672 -1.13308 2.55831
H13 -0.89717 3.00868 3.94979
H14 -1.59943 1.41414 4.21834
H15 -1.43739 2.03391 2.57023
H16 1.13272 2.15022 5.37199
H17 1.98566 0.68908 4.87419
H18 0.33955 0.58438 5.52019
H19 1.22838 3.38304 3.14325
H20 1.27080 2.37911 1.68152
H21 2.44895 2.11829 2.95568
H22 2.64223 0.29536 0.68607
H23 5.03089 -0.26769 0.79514
H24 5.88283 -1.69578 2.63082
H25 4.32192 -2.52279 4.36975
H26 1.95334 -1.90628 4.29882
H27 0.50796 -3.23750 3.08704
H28 -0.04315 -2.76445 1.48744
H29 -1.17551 -3.52457 2.62417
H30 0.10785 -1.73895 5.09875
H31 -1.51913 -2.37961 4.87761
H32 -1.28228 -0.64405 5.06391
H33 -2.19417 -1.06610 1.46889
H34 -2.56026 -0.19748 2.95575
H35 -2.85543 -1.93471 2.84210
C27 2.36476 -2.47419 -2.81610
Si1 1.64304 -2.94562 -1.15242
C28 3.02253 -3.58168 -0.07771
C29 0.48888 -4.40825 -1.37764
O1 0.86919 -1.65815 -0.51010
H36 3.01661 -3.26137 -3.22089
H37 2.96612 -1.56004 -2.71889
H38 1.57832 -2.28475 -3.55700
H39 3.50028 -4.45502 -0.54635
H40 2.63401 -3.89575 0.90293
H41 3.79887 -2.82304 0.09830
H42 1.07385 -5.33498 -1.43170
H43 -0.11568 -4.35473 -2.29003
H44 -0.19406 -4.50155 -0.52317

Cartesian forces, eV/Å:
-0.905 1.127 0.024
-0.004 -0.093 -0.006
0.050 0.089 -0.121
-0.036 0.010 -0.152
-0.035 0.030 -0.178
0.010 -0.109 0.391
-0.420 -0.851 -0.615
0.231 0.523 -0.168
0.012 -0.082 0.203
-0.036 0.012 0.045
-0.023 -0.037 -0.003
0.000 0.007 0.010
0.025 -0.010 0.128
0.079 0.073 0.043
-0.017 -0.047 -0.010
0.083 0.170 -0.042
-0.069 -0.088 -0.022
-0.025 -0.256 -0.169
0.298 0.561 0.291
-0.091 -0.079 0.003
0.022 -0.045 0.161
-0.055 0.074 -0.128
0.086 -0.171 0.265
0.066 -0.020 -0.026
-0.171 -0.005 -0.076
-0.103 0.012 0.018
-0.017 -0.159 -0.089
-0.126 0.004 -0.118
0.121 0.209 0.011
0.053 0.032 0.149
0.044 0.089 -0.057
-0.030 -0.008 0.060
-0.044 -0.038 -0.017
-0.045 0.167 0.073
-0.023 0.025 0.067
0.124 0.022 0.397
0.051 -0.046 -0.009
-0.003 -0.046 0.133
-0.019 0.032 0.038
0.004 -0.046 0.005
-0.044 0.005 -0.012
0.037 0.006 0.024
0.108 0.003 -0.137
-0.007 -0.012 0.060
-0.171 -0.088 0.069
-0.004 -0.011 0.184
-0.004 -0.114 -0.029
0.050 0.042 -0.068
0.052 0.019 0.067
-0.019 -0.136 -0.066
-0.011 -0.002 -0.017
0.054 0.037 -0.042
0.039 -0.111 -0.008
-0.026 0.006 -0.025
-0.017 -0.027 -0.027
-0.024 0.020 -0.074
-0.059 -0.022 0.056
-0.086 0.034 0.015
-0.039 0.065 -0.075
0.065 0.030 -0.063
-0.027 0.024 -0.034
-0.016 0.042 -0.100
0.120 0.103 0.032
-0.063 0.033 -0.038
0.086 0.095 -0.018
0.018 -0.062 -0.021
0.018 -0.064 -0.125
0.002 0.014 -0.019
0.029 0.058 0.001
0.168 0.020 -0.256
-0.095 0.269 0.203
0.349 -0.013 0.290
-0.199 -0.184 -0.050
0.895 -1.213 -0.229
-0.130 0.160 0.076
-0.060 -0.140 -0.040
0.107 0.000 0.063
-0.103 0.181 0.121
0.120 0.063 -0.172
-0.200 -0.228 -0.034
-0.115 0.107 -0.007
0.051 -0.025 0.108
0.087 -0.020 -0.096

=====

Entry 3:
Formula: C3H3N2O3
Source: the OMol25 dataset
Level of theory: ωB97M-V/def2-TZVPD

Summary:
**Structure (SMILES)**: Cc1oc([O-])n[n+]1[O-]
**Total charge**: -1
**Calculated total energy**: -451.3199 a.u.
**Orbital gap**: 7.426 eV
**E_HOMO**: -3.55 eV

Positions of all 11 atoms, in Å:
C1 0.18512 0.04201 0.09628
C2 -0.67548 0.28516 -1.98133
C3 1.09214 -0.41169 1.20035
N1 -1.62207 0.50208 -1.18166
N2 -1.02755 0.48218 0.29913
O1 -1.73263 0.62206 1.32529
O2 -0.57731 0.26044 -3.20310
O3 0.55718 -0.05246 -1.16405
H1 0.85020 -1.48508 1.30555
H2 0.76363 0.11758 2.19751
H3 2.18678 -0.36228 1.10603

Cartesian forces, eV/Å:
0.386 0.842 1.495
2.273 -0.741 -1.200
-1.140 0.198 1.990
-2.384 1.316 4.129
0.581 -1.323 -4.321
-0.179 0.184 0.493
0.285 -0.068 0.387
-0.098 -0.017 -0.858
0.194 0.223 0.350
0.604 -1.052 -1.943
-0.521 0.440 -0.521

=====

Entry 4:
Formula: C3H12NO3
Source: the OMol25 dataset
Level of theory: ωB97M-V/def2-TZVPD

Summary:
**Total charge**: -1
**Calculated total energy**: -401.9871 a.u.
**Orbital gap**: 7.783 eV
**E_HOMO**: -3.85 eV

Positions of all 19 atoms, in Å:
C1 0.26844 1.55769 0.62542
N1 0.50988 0.84737 -0.65151
C2 1.64562 -0.14274 -0.49339
O1 1.26141 -1.34925 -0.04931
C3 -1.16857 2.05110 0.72185
H1 0.93343 2.42944 0.59157
H2 0.57962 0.97040 1.49676
H3 -0.34007 0.31028 -0.79264
H4 2.09314 -0.15182 -1.49671
H5 2.34176 0.36158 0.20358
H6 -1.19595 3.10513 1.01118
H7 -1.65085 2.04194 -0.24459
H8 -1.78271 1.45648 1.37275
H9 -0.66645 -1.65570 1.03858
H10 -1.35372 -2.29537 -0.08727
O2 -1.46611 -2.18162 0.86701
H11 0.65005 -2.43923 -0.93393
H12 -0.60704 -2.06157 -1.58549
O3 -0.05186 -2.85409 -1.59387

Cartesian forces, eV/Å:
0.491 0.420 -0.879
-0.067 0.172 1.008
-0.795 0.156 -0.310
-0.028 -0.223 0.609
0.224 0.571 -0.088
-0.016 -0.007 0.238
-0.236 -0.167 0.024
0.189 -0.396 -0.244
0.361 -0.192 -0.166
0.220 0.117 -0.121
-0.109 -0.117 0.375
-0.019 -0.154 -0.505
-0.246 -0.235 0.456
0.239 -0.171 0.059
-0.063 -0.614 0.315
-0.136 0.571 0.020
-0.258 -0.007 -0.583
0.064 -0.188 -0.729
0.184 0.464 0.522

=====

Entry 5:
Formula: C4H9MgO4Ru
Source: the OMol25 dataset
Level of theory: ωB97M-V/def2-TZVPD

Summary:
**Total charge**: +1
**Calculated total energy**: -753.3326 a.u.
**Orbital gap (spin up / spin down)**: 6.471 / 8.071 eV
**E_HOMO (spin up / spin down)**: -9.64 / -13.92 eV
**Spin multiplicity**: 7

Positions of all 19 atoms, in Å:
O1 1.40906 -1.18123 -1.67864
Mg1 -0.21816 -2.29367 -1.95846
O2 -1.04560 -0.96920 -0.75820
C1 -1.94901 0.07440 -0.72886
O3 -1.67290 1.00464 0.29308
C2 -0.35201 1.60338 0.22352
C3 0.21884 1.65584 1.61028
O4 0.91117 0.39032 1.83941
C4 1.48636 0.21126 3.11289
Ru1 0.72516 -0.28437 -0.06900
H1 -2.97141 -0.29689 -0.53803
H2 -1.93291 0.62721 -1.69225
H3 -0.42950 2.61733 -0.19519
H4 2.05512 -0.80238 -2.33948
H5 -0.53490 1.75038 2.41303
H6 0.96009 2.46546 1.70678
H7 1.98522 -0.76412 3.12282
H8 2.22307 1.00387 3.31796
H9 0.70445 0.23084 3.88735

Cartesian forces, eV/Å:
1.738 0.230 -1.894
-0.286 -0.770 -0.775
-0.225 -0.566 0.166
-1.683 1.205 -0.606
0.965 -0.419 0.287
-1.355 0.838 0.521
-0.054 0.936 0.855
-0.173 0.324 0.481
0.575 -0.180 1.245
0.879 0.104 -0.344
0.474 0.165 0.002
0.022 -0.413 0.229
0.327 -0.521 -0.307
-0.930 -0.704 1.077
0.115 -0.004 -0.431
-0.198 -0.273 -0.070
-0.152 0.287 -0.011
-0.238 -0.232 -0.133
0.198 -0.007 -0.291

=====

Entry 6:
Formula: C5H3NO
Source: the OMol25 dataset
Level of theory: ωB97M-V/def2-TZVPD

Summary:
**Structure (SMILES)**: C#Cc1cnoc1
**Calculated total energy**: -322.1908 a.u.
**Orbital gap**: 10.266 eV
**E_HOMO**: -9.40 eV

Positions of all 10 atoms, in Å:
C1 2.45579 0.48450 -0.01235
C2 1.42415 -0.13484 0.06866
C3 0.01025 -0.32249 0.11951
C4 -0.74611 0.74891 0.47391
O1 -2.02085 0.55563 0.16611
N1 -2.15764 -0.69453 -0.39865
C5 -0.96201 -1.22016 -0.41682
H1 3.30016 1.12459 -0.12516
H2 -0.44890 1.68588 0.92254
H3 -0.85484 -2.22749 -0.79775

Cartesian forces, eV/Å:
-0.363 -0.341 0.047
0.452 0.454 -0.097
-0.127 0.346 -0.118
-0.054 0.059 -0.012
-0.099 0.072 0.239
0.242 -0.393 0.085
-0.108 -0.017 -0.045
0.156 -0.332 0.054
-0.211 -0.039 -0.118
0.112 0.191 -0.034

=====

Going through the records in order, we get energy above the lowest of the compared OMol25 structures with the same formula, charge and spin values of 2.504, 1.037, 3.124, 0.777, 0.909, 2.749 eV.